Record 1
A gas-phase ion, C3H7N3O2S (charge +2) at a distorted geometry, computed with wB97M-V/def2-TZVPD.

Geometry as XYZ:
```
16
Properties=species:S:1:pos:R:3:forces:R:3
N 0.899995 -0.871952 -2.003056 1.69 -1.78 -3.57
C 0.542389 -0.284360 -0.941079 -1.68 -0.10 1.29
C 1.520739 0.074929 0.069007 2.78 1.84 1.51
S 0.514568 0.068285 1.701209 0.05 0.44 -1.14
O 0.652681 1.101074 2.673309 0.37 -1.24 -0.96
O 0.321983 -1.336708 1.834255 -0.27 0.53 0.92
C -1.050819 0.529927 0.627893 -1.18 -0.15 -0.54
N -2.268371 0.981796 0.863805 3.61 -0.11 3.03
N -0.788790 -0.049625 -0.600647 0.90 0.20 0.01
H 1.862940 -1.246967 -2.175745 -0.55 0.93 1.04
H 0.467932 -1.066120 -2.934357 -1.03 0.46 1.34
H 2.497667 -0.606113 0.020696 -2.26 1.32 0.63
H 1.880773 1.173887 -0.065774 -0.58 -1.68 0.01
H -2.948151 0.698308 0.243306 -2.30 -0.17 -1.83
H -2.596596 1.381671 1.791484 0.77 -0.64 -1.29
H -1.508937 -0.548033 -1.104308 -0.31 0.17 -0.45
```
Forces are in eV/Å.

## Properties
Kohn-Sham gap = 10.1 eV
charge = +2
SMILES = [NH2+]=C1CS(=O)(=O)C(=[NH2+])N1
relative energy (zero: lowest compared OMol25 entry of this formula, charge and spin) = 35.78 kJ/mol
highest occupied orbital energy = -20.23 eV



Record 2
2 unconnected molecules or ions with the total composition C3H7N3O3 at a distorted geometry, computed with wB97M-V/def2-TZVPD.

Geometry as XYZ:
```
16
Properties=species:S:1:pos:R:3:forces:R:3
N 1.158587 -1.141900 -1.251819 -0.01 0.21 0.04
N 1.119839 0.197700 -0.791775 0.25 0.03 1.32
C 1.087783 0.463540 0.572615 1.85 -0.28 -1.23
O 1.144022 -0.395921 1.425843 -0.52 0.31 -0.05
O 1.198269 1.792240 0.799706 -0.39 -0.11 -0.11
H 2.133262 -1.414492 -1.385460 -0.18 0.00 0.24
H 0.779928 -1.703679 -0.485802 0.18 0.16 -0.27
H 1.225730 0.940276 -1.469144 -0.22 -0.25 0.18
H 1.169515 1.943489 1.754690 -0.02 -0.19 -0.07
N -1.645626 -1.119060 0.663100 -0.25 0.66 0.04
C -1.715960 0.274927 0.373082 -0.09 -0.86 -0.34
C -1.360621 0.817124 -0.782118 -1.86 1.46 -0.04
O -1.370589 1.459518 -1.767793 0.75 -0.82 0.61
H -1.014414 -1.310210 1.437296 0.07 -0.49 -0.76
H -1.652034 -1.690573 -0.173950 0.37 -0.19 0.66
H -2.257692 0.887021 1.081529 0.09 0.35 -0.22
```
Forces are in eV/Å.

## Properties
Kohn-Sham gap = 8.6 eV
charge = 0
SMILES = NNC(=O)O.NC=C=O
relative energy (zero: lowest compared OMol25 entry of this formula, charge and spin) = 313.09 kJ/mol
highest occupied orbital energy = -8.03 eV



Record 3
C3H7N3S in the gas phase at a distorted geometry, computed with wB97M-V/def2-TZVPD.

Geometry as XYZ:
```
14
Properties=species:S:1:pos:R:3:forces:R:3
C 2.108845 -1.025138 -0.050130 3.49 2.20 -3.73
C 2.219680 0.497673 -0.348338 -3.53 1.04 -0.75
C -2.489188 -0.349784 0.107308 0.02 -0.70 3.80
N 1.364144 -1.643457 0.646102 -1.37 -1.48 1.38
N -0.416517 0.455565 -0.135624 0.12 -1.99 -1.43
N -1.557449 0.679168 0.414209 -1.99 0.49 0.89
S 0.709337 1.468316 0.210261 3.61 2.38 1.52
H 2.867801 -1.400323 -0.907975 -1.24 -0.46 1.90
H 3.051830 1.088137 0.025049 0.30 -0.44 -0.24
H 1.951596 0.652125 -1.434574 1.49 -0.63 0.83
H -2.667148 -0.258980 -0.897045 -1.18 -0.42 -2.44
H -2.027475 -1.315502 0.408146 -0.36 0.32 -0.59
H -3.327398 -0.196720 0.813936 -0.14 -0.16 -0.96
H -1.788058 1.348914 1.148677 0.78 -0.15 -0.20
```
Forces are in eV/Å.

## Properties
Kohn-Sham gap (alpha / beta) = 5.8 / 9.4 eV
charge = 0
relative energy (zero: lowest compared OMol25 entry of this formula, charge and spin) = 584.32 kJ/mol
highest occupied orbital energy (alpha / beta) = -6.48 / -8.64 eV



Number 1: total energy -830.69896 hartree. Number 2: total energy -508.44061 hartree. Number 3: total energy -680.75968 hartree.